85
Properties=species:S:1:pos:R:3:forces:R:3 method="wB97M-V/def2-TZVPD" spin_multiplicity=2 energy_ev=-50927.102 e_lumo_ev="0.635 / 0.297" homo_lumo_gap_ev="9.080 / 9.572" e_homo_ev="-8.445 / -9.275"
C 0.814021 -4.596519 -0.526626 0.1230 -0.0595 0.2280
C -0.219502 -3.745996 0.182578 0.5160 -0.0311 -0.3098
O -1.067789 -3.180670 -0.793786 -0.4711 -0.0071 0.0594
C -2.149397 -2.434878 -0.230048 1.0084 -0.0836 0.2650
C -1.676729 -1.072957 0.303325 -0.1251 -0.1589 -0.1754
C -2.466626 0.139719 -0.218253 0.4954 -0.0695 0.2806
C -3.964027 -0.095305 -0.001836 -0.3556 0.5468 -0.3159
Cl -4.325322 -0.559528 1.712579 0.0104 -0.1671 0.0232
C -4.878153 1.084480 -0.323727 -0.2252 0.0212 0.1826
C -6.323537 0.646472 -0.616077 0.8470 0.2543 0.1655
C -2.031146 1.391094 0.547747 -0.0757 -0.4073 -0.5593
C -0.577868 1.841541 0.289837 0.1421 -0.2272 1.8806
C 0.263247 1.565527 1.573254 -0.0938 -0.0444 -0.5754
C -0.568471 3.352704 0.099400 -0.2278 0.0647 0.1301
N 0.086017 1.088721 -0.801447 -0.4509 2.0838 -1.1950
O 1.218533 1.613115 -1.123575 0.0824 -0.7296 0.4619
C -0.713611 0.772838 -2.017444 -0.0878 -1.4751 -0.9734
C -0.715579 1.911856 -3.059168 0.6395 -0.2118 0.2887
C -0.012697 -0.449567 -2.683732 -0.1978 0.1707 0.7297
C -2.170103 0.355671 -1.703417 -0.3436 0.4847 0.5644
H 1.665065 -3.984865 -0.802366 0.1388 0.0819 -0.3003
H 1.194284 -5.387317 0.113842 0.0210 -0.0830 0.1177
H 0.394548 -5.058355 -1.412319 -0.1123 -0.0593 -0.1637
H -0.775454 -4.337818 0.913447 -0.3033 0.0108 0.0023
H 0.320348 -2.959002 0.712094 -0.1371 0.1715 0.3365
H -2.553260 -3.015453 0.596724 -0.4530 -0.1280 -0.0109
H -2.870587 -2.345469 -1.032457 -0.2172 -0.0006 -0.0585
H -1.693531 -1.045332 1.386266 -0.0961 -0.1204 0.2575
H -0.630826 -0.989853 0.031970 0.1956 0.1774 -0.1667
H -4.318991 -0.934029 -0.585580 0.1498 -0.3465 -0.1325
H -4.852513 1.751023 0.529491 -0.0558 0.1945 0.1797
H -4.504154 1.664799 -1.160443 0.1829 -0.0168 -0.1743
H -6.462405 0.579217 -1.687433 -0.2374 -0.1556 -0.2003
H -6.489544 -0.320381 -0.157896 -0.3572 -0.1534 0.0853
H -7.006348 1.377864 -0.206416 -0.3585 0.0079 -0.0100
H -2.680288 2.221775 0.295052 -0.2135 0.1178 -0.2042
H -2.213233 1.180864 1.594899 0.1981 0.1511 0.2808
H 0.761572 0.610869 1.448940 0.1899 -0.1473 0.2419
H -0.359914 1.539793 2.458626 -0.1760 -0.0378 0.1072
H 0.994140 2.348575 1.724962 0.3755 0.0123 -0.0798
H -0.946861 3.771973 1.028520 -0.1396 0.1094 0.1635
H -1.238481 3.700910 -0.680043 0.0268 0.0174 -0.2759
H 0.427889 3.751864 -0.017628 0.2575 0.0049 -0.3214
H 0.142483 1.781982 -3.705431 0.2702 0.1201 -0.1109
H -1.593430 1.811906 -3.685296 -0.2440 0.1569 -0.0585
H -0.622337 2.902143 -2.631460 -0.3345 0.1661 0.1362
H -0.053220 -0.372924 -3.760196 -0.0673 -0.0677 -0.2957
H 1.019542 -0.504443 -2.363884 0.3194 0.1715 -0.1360
H -0.488909 -1.366297 -2.361023 -0.0126 -0.2802 -0.0484
H -2.441890 -0.541722 -2.249742 0.1123 -0.1514 -0.2684
H -2.831327 1.135917 -2.066001 -0.1080 0.1648 -0.0531
C 5.663493 -8.927062 0.753511 0.0762 -0.1328 -0.0352
C 4.163985 -9.002893 1.026087 0.1643 0.2498 -0.0129
C 3.292773 -8.478742 -0.125348 -0.1811 -0.1601 0.0430
O 3.246073 -7.070355 -0.247549 0.1028 -0.0541 -0.0473
C 4.353175 -6.482566 -0.905473 -0.1248 0.1686 0.0850
N 3.876946 -8.321042 2.291555 -0.1853 -0.0216 -0.0901
H 6.051865 -7.917460 0.882047 -0.0506 0.0407 -0.0146
H 6.203355 -9.568222 1.449937 -0.0278 0.0298 0.0420
H 5.899836 -9.259590 -0.259363 -0.0076 0.0179 -0.0037
H 3.910456 -10.059682 1.151835 -0.0814 0.0028 -0.0237
H 2.261105 -8.782742 0.071468 -0.0121 0.0553 0.0047
H 3.582527 -8.934111 -1.081826 0.1057 0.0163 0.0169
H 4.733709 -7.124274 -1.705060 0.0301 -0.0346 0.0213
H 5.156923 -6.251330 -0.202937 0.0921 -0.0703 -0.0671
H 4.013487 -5.543538 -1.342475 -0.0472 -0.0268 -0.0109
H 2.904448 -8.475057 2.542829 0.0492 -0.0655 0.0620
H 3.937820 -7.319774 2.124508 0.0842 -0.0146 0.0399
C 0.776235 9.714834 1.702280 0.1100 0.0935 0.0597
C 0.575021 8.340151 2.333383 -0.1392 0.1013 -0.2411
C 1.138928 7.180977 1.498173 0.0641 -0.1410 0.1930
O 0.366121 6.826134 0.367902 0.0535 0.0797 -0.0334
C 0.546702 7.646816 -0.771212 -0.1642 -0.1365 -0.0330
N -0.847855 8.161313 2.637375 0.0768 -0.1877 0.0156
H 0.061508 9.906217 0.902734 -0.0150 -0.0595 -0.0256
H 0.635057 10.494427 2.450501 -0.0521 -0.0247 0.0098
H 1.783779 9.820585 1.294917 -0.0081 -0.0121 -0.0137
H 1.121527 8.335503 3.281083 0.0151 -0.0835 0.0063
H 1.147985 6.288159 2.129668 -0.0372 -0.0234 -0.0379
H 2.179055 7.373004 1.202679 -0.0204 0.1004 -0.0313
H 1.579971 7.994241 -0.857874 0.0055 0.0408 0.0291
H -0.131104 8.503328 -0.756254 0.0979 0.0915 -0.0115
H 0.305125 7.047178 -1.648818 0.0273 -0.0427 0.0263
H -0.972102 7.305019 3.170303 -0.0063 0.0724 0.0728
H -1.331558 7.984020 1.760610 -0.0188 0.0883 0.0109